No. 1
{"formula": "C16H23Cl8F9O6", "method": "ωB97M-V/def2-TZVPD", "elements": ["Cl", "Cl", "Cl", "Cl", "Cl", "Cl", "Cl", "Cl", "F", "F", "F", "F", "F", "F", "F", "F", "F", "O", "O", "O", "O", "O", "O", "C", "C", "C", "C", "C", "C", "C", "C", "C", "C", "C", "C", "C", "C", "C", "C", "H", "H", "H", "H", "H", "H", "H", "H", "H", "H", "H", "H", "H", "H", "H", "H", "H", "H", "H", "H", "H", "H", "H"], "xyz": [[-3.297, -0.180, 1.132], [4.367, -2.506, 6.604], [-0.419, -0.469, 1.144], [-3.378, -3.647, -1.286], [-4.038, -0.839, -3.015], [-2.705, 1.387, -4.246], [-0.707, -2.941, -2.034], [1.434, -2.593, 7.020], [3.324, 1.036, 2.853], [4.314, -2.895, -2.163], [1.555, 2.107, -3.292], [3.370, -1.225, -1.143], [1.671, 2.640, -1.243], [2.184, -2.973, -1.685], [3.365, 2.169, 4.693], [0.456, 0.913, -1.805], [4.071, 0.037, 4.709], [1.267, -0.381, 3.748], [1.292, 0.859, 5.689], [-0.504, 3.862, -3.051], [-1.104, 2.858, -1.071], [1.620, -1.224, -3.558], [3.793, -1.339, -4.271], [-2.089, 3.988, -0.891], [-2.023, -4.123, -2.232], [-0.348, 3.067, -2.167], [-3.975, 0.253, -4.494], [3.159, 0.948, 4.220], [2.921, -1.504, -3.426], [2.830, -2.658, 5.827], [0.048, 0.296, 6.128], [0.882, 2.092, -2.134], [0.477, -1.927, -5.479], [-1.827, -0.305, 0.115], [1.027, -0.696, -4.758], [1.779, 0.385, 4.526], [-2.658, 3.907, 0.540], [3.194, -2.188, -2.041], [-1.002, 1.145, 5.531], [-1.650, -5.076, -1.903], [0.278, 0.092, -4.466], [1.810, -0.203, -5.379], [-3.744, -0.393, -5.424], [1.254, -2.700, -5.517], [-1.416, 4.862, -1.027], [-1.926, -1.166, -0.541], [0.078, 0.347, 7.228], [-3.366, 4.719, 0.750], [-0.752, 1.425, 4.518], [-2.025, 0.718, 5.582], [-5.001, 0.626, -4.518], [-0.440, -2.196, -4.974], [2.695, -3.606, 5.414], [0.080, -1.741, -6.481], [-1.744, 0.655, -0.364], [-0.091, -0.761, 5.789], [-1.850, 4.077, 1.268], [2.833, -1.878, 5.151], [-2.826, 3.866, -1.711], [-2.229, -4.095, -3.255], [-3.147, 2.964, 0.771], [-1.148, 2.127, 6.095]], "atomic_forces_ev_per_a": [[-0.11, -0.14, -0.17], [0.71, -0.25, 0.59], [0.38, -0.21, 0.08], [-1.02, -0.01, 0.56], [0.04, 0.17, -0.86], [0.29, 0.90, -0.21], [0.23, -0.08, -0.02], [0.79, 0.21, -0.57], [-0.02, -0.37, 1.71], [-0.14, -0.18, 0.45], [-0.38, -0.66, 0.06], [0.00, -0.04, 0.57], [1.30, -0.31, 1.42], [0.31, -0.09, 0.30], [0.29, -0.50, 0.36], [0.50, -1.68, 0.25], [-0.59, 1.38, -0.48], [0.22, 0.41, 1.04], [1.43, -0.94, -0.93], [-0.21, -0.07, 0.54], [-0.25, 1.15, -0.67], [0.44, 0.19, 1.27], [-1.71, -0.21, 1.84], [0.74, -0.53, 0.31], [1.29, 0.50, 0.91], [0.07, -0.81, -0.35], [-0.38, -2.59, -0.37], [0.82, -0.20, -1.56], [0.60, 0.10, -2.33], [-0.68, -0.30, 2.32], [-0.46, -0.93, 0.19], [-1.61, 2.78, -1.05], [-0.73, 0.80, -0.25], [-0.39, 0.18, 0.55], [0.81, 0.50, -1.16], [-1.23, 0.05, 0.00], [0.64, 0.47, -0.21], [0.08, 0.79, -1.62], [-2.28, 2.15, 1.03], [0.01, -0.31, 0.05], [0.65, -1.11, -0.16], [-0.43, -0.28, 0.58], [-0.43, 1.06, 1.69], [-0.46, 0.05, 0.07], [-1.11, -0.18, 0.01], [0.02, 0.28, 0.07], [0.02, -0.16, -0.52], [0.02, -0.16, -0.46], [-0.14, -0.22, -0.40], [0.72, -0.16, -0.28], [0.56, 0.55, -0.27], [0.11, -0.81, 0.59], [0.14, -1.32, -0.89], [0.63, 0.36, -0.17], [0.02, -0.02, -0.51], [0.55, 0.91, 0.30], [-0.11, -0.30, -0.28], [-0.82, 1.32, -1.35], [0.38, 0.36, 0.62], [-0.66, -0.21, -1.46], [0.02, -0.13, -0.18], [0.55, -1.09, -0.62]], "smiles": "CCOC(=O)C(F)(F)F.CCOC(=O)C(F)(F)F.CCOC(=O)C(F)(F)F.ClCCl.ClCCl.ClCCl.ClCCl", "e_lumo_ha": 0.00856, "orbital_gap_ev": 10.82, "total_charge": 0, "e_tot_ev": -153886.6484, "homo_ev": -10.58}



No. 2
{"formula": "C15H43NO5PSSi4", "method": "ωB97M-V/def2-TZVPD", "elements": ["S", "P", "Si", "Si", "Si", "Si", "O", "O", "O", "O", "O", "N", "C", "C", "C", "C", "C", "C", "C", "C", "C", "C", "C", "C", "C", "C", "C", "H", "H", "H", "H", "H", "H", "H", "H", "H", "H", "H", "H", "H", "H", "H", "H", "H", "H", "H", "H", "H", "H", "H", "H", "H", "H", "H", "H", "H", "H", "H", "H", "H", "H", "H", "H", "H", "H", "H", "H", "H", "H", "H"], "xyz": [[1.602, -0.916, 0.083], [3.965, -1.578, -1.493], [2.916, 3.825, -0.482], [-4.929, -4.966, 0.861], [1.807, 5.748, 1.707], [-3.280, -2.501, -0.094], [4.939, -1.510, -0.317], [1.840, 4.805, 0.327], [-4.562, -3.374, 0.504], [4.663, -2.583, -2.665], [3.594, -0.066, -2.126], [0.419, -1.115, -2.256], [0.145, 6.581, 1.935], [3.121, 7.086, 1.608], [-4.790, -6.025, -0.684], [4.435, 4.802, -0.989], [-1.777, -2.703, 1.016], [-3.676, -0.673, -0.205], [-3.739, -5.631, 2.152], [-6.669, -5.141, 1.529], [2.342, -2.335, -0.879], [3.458, 2.406, 0.625], [0.526, -0.282, -1.226], [1.254, -2.327, -2.080], [-2.832, -3.104, -1.819], [2.153, 3.096, -2.034], [2.142, 4.691, 3.223], [5.100, 4.191, -1.604], [4.995, 5.134, -0.112], [-4.029, -6.636, 2.462], [1.441, 3.853, 3.269], [-2.456, -4.128, -1.788], [3.997, -2.905, -3.303], [4.030, 2.781, 1.477], [-4.527, -0.497, -0.867], [-3.916, -0.265, 0.780], [-0.039, 0.692, -1.259], [-3.756, -6.067, -1.037], [-2.721, -5.677, 1.754], [2.589, 1.865, 1.009], [3.038, 7.765, 2.460], [2.879, 2.459, -2.545], [2.484, -3.294, -0.316], [-0.104, -1.001, -3.129], [-0.654, 5.842, 2.026], [0.153, 7.189, 2.843], [-5.121, -7.045, -0.481], [2.032, 5.282, 4.134], [-6.794, -4.567, 2.450], [4.450, 0.327, -2.395], [-2.817, -0.123, -0.601], [-0.961, -2.060, 0.678], [1.935, -2.277, -2.993], [4.088, 1.702, 0.076], [1.278, 2.486, -1.791], [-6.880, -6.190, 1.751], [-3.731, -4.986, 3.034], [4.148, 5.684, -1.567], [4.123, 6.650, 1.616], [-0.084, 7.234, 1.089], [-2.023, -2.435, 2.046], [3.006, 7.668, 0.691], [-2.056, -2.468, -2.258], [1.845, 3.882, -2.726], [-7.406, -4.792, 0.802], [0.779, -3.343, -2.145], [-3.707, -3.078, -2.472], [-1.424, -3.737, 1.006], [-5.409, -5.616, -1.487], [3.157, 4.288, 3.199]], "atomic_forces_ev_per_a": [[-1.11, 1.11, -0.45], [4.20, -0.28, 2.53], [0.31, 0.36, 0.39], [-0.20, -0.54, 0.17], [0.12, 0.37, 0.43], [-0.32, -0.23, 0.22], [-2.70, 0.01, -3.03], [0.24, -0.33, -0.15], [0.55, 0.17, -0.25], [-2.34, 1.68, 1.33], [0.34, -2.75, 0.22], [1.02, -0.10, 2.86], [0.08, -0.31, -0.41], [-0.15, -0.30, -0.18], [0.10, 0.38, 0.04], [-0.32, -0.06, 0.07], [-0.24, -0.12, -0.13], [-0.23, -0.33, 0.10], [0.03, 0.36, -0.22], [0.22, 0.42, -0.14], [-1.69, 2.73, -2.08], [-0.21, 0.23, -0.11], [0.44, -1.63, -0.65], [2.60, -2.14, -2.29], [-0.07, -0.04, 0.20], [-0.19, 0.19, 0.13], [0.00, -0.08, -0.39], [0.01, 0.03, 0.01], [0.01, 0.00, -0.06], [-0.01, 0.02, -0.02], [0.03, 0.00, 0.08], [-0.02, -0.01, -0.07], [0.51, 0.09, 0.00], [-0.04, -0.08, -0.01], [0.05, 0.06, 0.05], [0.00, 0.04, -0.06], [0.83, -1.06, 0.51], [-0.04, -0.07, -0.05], [0.00, -0.05, 0.08], [0.07, -0.02, 0.08], [-0.01, -0.05, -0.05], [0.00, 0.04, 0.04], [-0.30, 1.07, -0.47], [0.11, 0.29, 0.57], [-0.03, 0.08, 0.00], [0.06, -0.04, -0.02], [0.01, 0.03, 0.02], [0.00, 0.00, -0.03], [-0.06, -0.02, -0.03], [-0.35, -0.02, 0.11], [0.00, 0.00, 0.00], [-0.02, 0.00, 0.06], [-1.12, -0.38, 0.69], [0.01, -0.03, 0.04], [-0.06, 0.05, -0.06], [0.07, 0.03, -0.03], [0.03, -0.07, 0.01], [0.07, -0.02, 0.02], [0.03, 0.08, 0.00], [-0.05, -0.02, 0.06], [0.08, -0.01, -0.03], [0.06, 0.03, 0.05], [-0.04, 0.01, -0.03], [-0.06, -0.07, 0.01], [-0.03, -0.01, 0.07], [-0.42, 1.40, 0.15], [0.08, -0.01, -0.04], [0.03, 0.03, 0.06], [0.02, -0.08, -0.01], [-0.03, -0.02, 0.08]], "e_lumo_ha": -0.18311, "orbital_gap_ev": 7.01, "total_charge": 1, "e_tot_ev": -79617.8593, "homo_ev": -11.99}



No. 3
{"formula": "C18H24O6RuSe4SiTe2", "method": "ωB97M-V/def2-TZVPD", "elements": ["Te", "Te", "Ru", "Se", "Se", "Se", "Se", "Si", "O", "O", "O", "O", "O", "O", "C", "C", "C", "C", "C", "C", "C", "C", "C", "C", "C", "C", "C", "C", "C", "C", "C", "C", "H", "H", "H", "H", "H", "H", "H", "H", "H", "H", "H", "H", "H", "H", "H", "H", "H", "H", "H", "H", "H", "H", "H", "H"], "xyz": [[0.217, 5.300, -1.606], [3.288, 5.083, -0.965], [1.497, 1.350, -1.457], [3.286, 2.758, -1.860], [0.036, 0.332, -3.083], [3.284, 0.112, -2.528], [0.267, 2.980, -2.542], [-0.977, 3.124, 2.408], [2.081, -0.777, -5.456], [-1.747, -1.614, 4.684], [1.206, -0.579, -0.444], [-3.694, -1.353, 3.469], [2.063, -1.931, 1.124], [2.552, -4.504, -3.728], [0.954, 2.122, 0.315], [1.437, -3.731, -3.268], [-2.601, -1.266, 2.623], [-1.437, -1.425, 3.347], [1.637, -2.237, -3.551], [0.248, 2.436, 1.264], [1.176, -1.218, 0.652], [-2.590, -1.053, 1.269], [-0.645, 4.949, 2.654], [2.837, -1.776, -2.715], [1.883, -2.119, -5.059], [-0.203, -1.408, 2.754], [-0.164, -1.185, 1.372], [-0.934, 2.201, 4.049], [-2.663, 2.874, 1.621], [0.312, -1.599, -3.118], [-3.154, -1.468, 4.778], [-1.334, -0.997, 0.653], [-3.393, -0.566, 5.354], [-2.792, 1.822, 1.365], [0.715, -1.546, 3.307], [0.084, -1.957, -2.112], [0.080, 2.185, 4.454], [-3.507, -0.911, 0.712], [-1.591, 2.661, 4.794], [2.759, -2.727, -5.310], [-0.472, -1.976, -3.785], [2.724, -2.153, -1.697], [2.405, -5.416, -3.464], [2.272, -0.748, -6.397], [-1.251, 1.166, 3.907], [0.517, -4.075, -3.760], [1.012, -2.548, -5.581], [-1.418, 5.451, 3.244], [-1.268, -0.770, -0.405], [-0.580, 5.424, 1.673], [-3.578, -2.350, 5.268], [3.737, -2.225, -3.141], [-3.494, 3.179, 2.267], [1.310, -3.852, -2.187], [0.321, 5.099, 3.144], [-2.713, 3.452, 0.695]], "atomic_forces_ev_per_a": [[-0.13, 0.12, 0.16], [0.01, -0.05, 0.05], [-0.64, -1.22, 1.83], [1.87, 1.75, 0.30], [-0.87, -1.28, -1.00], [0.92, -1.00, -0.85], [-1.09, 1.81, -0.64], [0.16, -0.36, -0.27], [-0.05, 0.14, 0.05], [0.02, -0.05, 0.02], [0.16, -0.05, 0.07], [-0.02, -0.05, 0.00], [0.09, 0.06, 0.08], [0.01, -0.04, -0.06], [-0.46, -0.07, -0.28], [-0.08, -0.04, 0.08], [0.01, 0.04, 0.03], [-0.04, -0.04, -0.07], [0.08, 0.24, -0.17], [0.29, 0.18, 0.14], [-0.19, 0.06, -0.04], [0.06, 0.03, 0.01], [0.05, 0.10, 0.11], [-0.13, -0.26, 0.09], [0.01, -0.06, 0.00], [0.00, -0.02, 0.01], [0.03, -0.06, 0.11], [-0.05, 0.15, 0.10], [-0.08, 0.14, 0.04], [0.05, -0.36, 0.10], [-0.03, 0.04, 0.08], [-0.17, 0.11, -0.04], [0.03, 0.04, -0.04], [0.01, -0.05, 0.00], [0.01, -0.04, -0.03], [0.02, 0.06, 0.03], [0.00, -0.01, -0.01], [0.00, 0.01, -0.01], [-0.01, 0.00, -0.02], [-0.01, -0.02, -0.01], [-0.03, 0.09, 0.00], [-0.04, 0.06, 0.01], [0.02, 0.02, 0.06], [0.02, -0.08, 0.00], [0.03, 0.01, -0.04], [0.02, 0.00, -0.05], [0.00, -0.03, 0.02], [0.00, -0.02, 0.00], [0.09, 0.00, -0.01], [-0.04, -0.01, -0.02], [0.01, -0.01, -0.02], [0.03, 0.04, 0.04], [0.04, 0.01, 0.02], [0.02, -0.01, 0.00], [-0.02, -0.01, 0.03], [0.00, -0.02, -0.01]], "e_lumo_ha": [0.15149, 0.12770], "multiplicity": 5, "orbital_gap_ev": [4.36, 4.59], "total_charge": -2, "e_tot_ev": -317771.6116, "homo_ev": [-0.24, -1.12]}



No. 4
{"formula": "C15H18BKN12S", "method": "ωB97M-V/def2-TZVPD", "elements": ["K", "S", "N", "N", "N", "N", "N", "N", "N", "N", "N", "N", "N", "N", "C", "C", "C", "C", "C", "C", "C", "C", "C", "C", "C", "C", "C", "C", "C", "B", "H", "H", "H", "H", "H", "H", "H", "H", "H", "H", "H", "H", "H", "H", "H", "H", "H", "H"], "xyz": [[-0.459, 0.865, -2.123], [2.575, 0.916, -4.938], [-0.188, 0.030, 1.357], [-2.624, -0.916, 3.098], [-2.002, 1.247, 0.074], [4.979, -0.046, -4.175], [-1.227, 2.361, 0.083], [0.852, 0.032, 0.485], [5.662, -0.510, -3.135], [2.434, 0.193, -1.828], [-2.548, 0.099, 2.202], [3.613, 0.013, -2.546], [-1.655, -1.349, -1.178], [-2.040, -1.261, 0.121], [-3.692, 0.899, 3.911], [-2.065, -2.539, -1.597], [-3.318, -0.442, 4.117], [-3.049, 2.698, -1.220], [4.813, -0.474, -2.122], [1.943, 0.044, 1.256], [-3.175, 1.202, 2.678], [1.633, 0.061, 2.611], [-2.672, -2.391, 0.498], [-3.100, 1.424, -0.691], [-1.854, 3.232, -0.696], [0.258, 0.051, 2.627], [-2.711, -3.248, -0.578], [3.714, 0.291, -3.881], [5.127, -0.899, -0.744], [-1.685, -0.005, 0.945], [-3.023, -2.508, 1.508], [-3.527, -1.078, 4.963], [-3.773, 3.175, -1.857], [-3.833, 0.640, -0.795], [4.409, -1.641, -0.392], [5.417, 0.027, -5.086], [2.141, -0.676, -1.385], [-1.434, 4.217, -0.837], [2.303, 0.078, 3.452], [2.549, 0.891, -1.098], [-4.261, 1.541, 4.560], [6.126, -1.327, -0.729], [2.928, 0.044, 0.815], [-3.205, 2.120, 2.114], [-1.885, -2.843, -2.618], [-0.426, 0.036, 3.458], [5.098, -0.045, -0.066], [-3.145, -4.230, -0.619]], "atomic_forces_ev_per_a": [[0.08, -0.02, -0.08], [0.04, -0.06, 0.08], [0.13, -0.03, 0.01], [-0.02, 0.03, -0.03], [0.23, -0.13, 0.09], [0.05, -0.04, 0.13], [-0.16, -0.15, 0.00], [-0.12, -0.09, 0.16], [-0.02, 0.01, -0.10], [-0.03, -0.05, -0.17], [0.11, -0.13, 0.00], [0.04, -0.04, 0.03], [0.02, 0.03, -0.05], [0.08, 0.05, -0.06], [0.00, -0.07, 0.00], [0.07, -0.05, -0.06], [0.00, 0.02, 0.03], [0.09, -0.12, 0.06], [-0.06, 0.02, 0.00], [-0.01, 0.06, -0.22], [-0.03, 0.10, -0.01], [0.01, 0.00, 0.13], [-0.01, -0.07, 0.12], [-0.05, 0.18, -0.05], [-0.09, 0.10, 0.00], [-0.04, 0.01, -0.02], [0.01, 0.07, -0.05], [-0.08, 0.09, -0.09], [-0.01, -0.01, 0.01], [-0.20, 0.18, 0.07], [-0.01, 0.03, 0.01], [0.00, 0.00, 0.00], [0.00, 0.00, 0.00], [0.00, 0.00, 0.00], [-0.01, 0.01, 0.01], [0.00, 0.01, -0.01], [-0.05, 0.03, 0.08], [-0.02, 0.00, -0.02], [-0.01, -0.01, 0.00], [0.06, 0.00, 0.01], [0.00, 0.00, 0.00], [0.00, 0.00, -0.01], [0.04, 0.00, 0.00], [0.00, -0.02, 0.01], [-0.01, 0.01, 0.00], [-0.02, 0.01, -0.01], [0.00, 0.00, 0.00], [-0.01, 0.00, 0.00]], "e_lumo_ha": [-0.13324, -0.28548], "multiplicity": 2, "orbital_gap_ev": [7.04, 2.90], "total_charge": 1, "e_tot_ev": -61560.0310, "homo_ev": [-10.67, -10.67]}



No. 5
{"formula": "C11H17GeNO2Re", "method": "ωB97M-V/def2-TZVPD", "elements": ["Re", "Ge", "O", "O", "N", "C", "C", "C", "C", "C", "C", "C", "C", "C", "C", "C", "H", "H", "H", "H", "H", "H", "H", "H", "H", "H", "H", "H", "H", "H", "H", "H", "H"], "xyz": [[0.186, 0.195, -0.321], [-1.882, -2.174, -0.045], [4.257, 1.032, -1.130], [2.408, -0.150, -0.628], [0.979, 2.001, -0.203], [-1.815, -0.186, -0.112], [-1.482, -2.778, 1.770], [2.142, 4.545, 0.094], [2.900, 3.470, -0.304], [0.245, 3.074, 0.226], [0.787, 4.318, 0.385], [-0.575, -2.943, -1.300], [2.318, 2.212, -0.414], [3.122, 1.033, -0.751], [-3.669, -2.763, -0.577], [1.817, -0.417, 0.726], [-0.469, -2.489, 2.050], [-4.423, -2.334, 0.083], [2.573, 5.531, 0.187], [-0.761, -2.594, -2.316], [3.955, 3.553, -0.528], [-1.570, -3.862, 1.847], [-0.803, 2.874, 0.398], [-3.744, -3.850, -0.528], [-2.388, 0.167, 0.749], [-2.173, -2.325, 2.482], [-2.334, 0.125, -1.036], [-3.887, -2.448, -1.598], [0.148, 5.122, 0.720], [2.042, -1.460, 0.945], [2.297, 0.240, 1.460], [-0.653, -4.032, -1.294], [0.454, -2.685, -1.036]], "atomic_forces_ev_per_a": [[0.08, 0.10, 0.00], [-0.04, -0.02, 0.03], [0.07, -0.05, -0.02], [-0.10, -0.13, 0.07], [-0.23, -0.18, -0.01], [0.03, 0.03, -0.01], [0.00, 0.00, -0.01], [0.17, 0.00, -0.04], [-0.04, 0.08, 0.02], [-0.02, 0.20, 0.06], [-0.19, -0.14, 0.01], [0.02, 0.05, 0.00], [0.26, -0.19, -0.08], [-0.08, 0.29, 0.04], [0.01, 0.00, -0.01], [0.09, -0.02, -0.06], [0.00, 0.00, 0.00], [0.00, 0.00, 0.00], [0.00, 0.00, 0.00], [0.00, 0.00, 0.00], [0.00, 0.00, 0.00], [0.00, 0.00, 0.00], [-0.01, 0.01, 0.02], [0.00, 0.00, 0.00], [0.02, 0.01, 0.00], [0.00, 0.00, 0.00], [0.01, 0.00, 0.00], [0.00, 0.00, 0.00], [-0.01, 0.00, 0.00], [-0.03, 0.00, -0.01], [-0.04, -0.01, -0.01], [0.00, 0.00, 0.01], [0.02, -0.01, -0.01]], "e_lumo_ha": [-0.00588, -0.01660], "multiplicity": 2, "orbital_gap_ev": [7.43, 5.89], "total_charge": 0, "e_tot_ev": -75909.5545, "homo_ev": [-7.59, -6.34]}